## w
Below is 2 unconnected molecules or ions with the total composition CH2BrNOS, with properties calculated with ωB97M-V/def2-TZVPD.

Output
- orbital gap (alpha / beta) (eV) = 8.19 / 8.19
- multiplicity = 1

Each line ends with the Löwdin charge.
Positions of all 7 atoms, in Å:
C 0.7089 1.3282 0.5110  -0.18
N -0.7708 0.0887 -1.1098  -0.45
O 1.6666 1.7199 0.0794  0.01
S -0.6231 -1.3206 -0.3775  0.57
Br 1.6157 -1.3385 0.5471  0.15
H -1.3611 0.6255 -0.5114  -0.05
H -1.2362 -1.1031 0.8611  -0.04

## x
Below is a molecular structure, CH2BrNOS, with properties calculated with ωB97M-V/def2-TZVPD.

Output
- orbital gap (eV) = 8.59
- multiplicity = 1

Each line ends with the Löwdin charge.
Positions of all 7 atoms, in Å:
C -0.3016 -1.2624 -0.4590  -0.88
N -0.1530 0.5403 -0.1171  -0.53
O -0.0322 -2.0716 0.3385  0.06
S -0.1831 1.2313 1.4923  0.63
Br -1.0532 -1.2001 -2.1045  0.85
H 0.6576 0.9466 -0.6502  0.03
H 1.0655 1.8158 1.4999  -0.15

Best to worst by energy: x, w.

## w
Below is 3 unconnected molecules or ions with the total composition H5O3, with properties calculated with ωB97M-V/def2-TZVPD.

Output
- orbital gap (eV) = 9.29
- multiplicity = 1
- net charge = -1

Each line ends with the Löwdin charge.
Positions of all 8 atoms, in Å:
O -0.5972 -0.2596 -1.6497  -0.24
H -0.4464 -1.1794 -1.9122  -0.03
O -0.6940 0.4034 1.8934  -0.17
H 0.0727 0.2003 1.2545  -0.03
H -1.4525 0.2199 1.3281  -0.01
O 1.1907 0.0001 0.0826  -0.42
H 0.1537 -0.1328 -0.8818  -0.05
H 1.7729 0.7480 -0.1150  -0.06

## x
Below is 3 unconnected molecules or ions with the total composition H5O3, with properties calculated with ωB97M-V/def2-TZVPD.

Output
- orbital gap (eV) = 8.97
- multiplicity = 1
- net charge = -1

Each line ends with the Löwdin charge.
Positions of all 8 atoms, in Å:
O -1.8694 -0.7468 -1.2109  -0.20
H -2.4088 0.0192 -1.3239  -0.04
O 1.5973 1.0859 1.3893  -0.20
H 0.8355 0.5344 0.9024  -0.04
H 2.1626 1.2170 0.6677  -0.06
O 0.3618 -0.4152 -0.0975  -0.35
H -1.0097 -0.4602 -0.6714  -0.04
H 0.3308 -1.2343 0.3442  -0.07

Best to worst by energy: w, x.

## w
Below is C11H21P in the gas phase, with properties calculated with ωB97M-V/def2-TZVPD.

Output
- orbital gap (alpha / beta) (eV) = 5.89 / 8.42
- multiplicity = 1

Each line ends with the Löwdin charge.
Positions of all 33 atoms, in Å:
C -0.4273 -1.1630 0.4838  -0.23
C -1.5787 -0.5877 -0.0330  -0.26
C 0.9169 -0.9486 0.0192  -0.17
C -0.4915 -2.1604 1.5684  -0.06
C -2.8586 -0.4542 0.6301  -0.05
C 2.1381 -1.8148 0.5308  -0.43
C -1.9101 1.2503 -1.5590  -0.08
C 1.7072 2.8566 -0.3769  -0.12
C -1.7085 -0.2843 -1.5118  -0.17
C 1.3401 0.3073 -0.7430  -0.18
C 1.2072 1.5612 0.2095  -0.22
P 3.9865 -1.4918 0.0130  0.78
H -0.0094 -3.0865 1.3593  0.07
H -1.4533 -2.4375 1.8684  0.06
H 0.0261 -1.7786 2.4496  0.10
H -3.4569 -1.2833 0.8163  0.08
H -3.4198 0.3640 0.3087  0.06
H -2.4439 -0.2106 1.5677  0.08
H 2.4578 -1.4562 1.4739  0.01
H 4.4686 -2.6428 0.6267  -0.19
H 1.7664 -2.7871 0.4595  0.03
H -1.1333 1.7149 -1.0805  0.02
H -2.8057 1.5395 -1.1426  0.03
H -2.0074 1.7842 -2.5482  0.10
H 1.1613 3.3072 -1.2301  0.08
H 2.6781 2.8708 -0.7010  0.03
H 1.6192 3.7074 0.3839  0.10
H -1.0230 -0.8172 -2.1689  0.11
H -2.6986 -0.6793 -1.7670  0.11
H 2.3966 0.0896 -1.0535  0.05
H 0.8421 0.4629 -1.6019  0.05
H 0.1831 1.7133 0.4576  0.08
H 1.8239 1.2331 1.0323  0.10

## x
Below is C11H21P in the gas phase, with properties calculated with ωB97M-V/def2-TZVPD.

Output
- orbital gap (eV) = 9.96
- multiplicity = 1

Each line ends with the Löwdin charge.
Positions of all 33 atoms, in Å:
C -3.1640 0.8038 2.0338  0.04
C -2.5999 0.7535 0.8387  -0.39
C -2.8223 1.8151 -0.2921  -0.03
C -1.5168 -0.2242 0.5811  -0.41
C -1.9049 -1.1035 -0.6566  -0.08
C -0.2206 0.4565 0.1599  -0.46
P 0.5858 1.6187 1.3764  0.86
C 1.0933 -0.6284 -0.2737  -0.29
C 1.2283 -1.7799 0.3541  0.03
C 2.2412 -0.0292 -0.9434  -0.42
C 3.3841 0.1823 0.0572  -0.08
C 2.7524 -1.0511 -2.0810  -0.04
H -2.7369 0.1785 2.7013  0.02
H -4.0344 1.5366 2.2452  0.11
H -2.8822 1.3035 -1.1728  0.02
H -3.8156 2.1803 -0.1350  0.07
H -1.9535 2.5336 -0.3702  0.10
H -1.6488 -0.9740 1.4287  0.16
H -1.2064 -1.9577 -0.8569  0.07
H -2.9513 -1.4200 -0.4951  0.09
H -1.7257 -0.5328 -1.6564  0.10
H -0.3528 0.9572 -0.8947  0.12
H 1.1494 0.7372 2.2271  -0.12
H -0.6043 1.7893 2.2154  -0.07
H 0.5589 -2.3620 0.9018  0.05
H 2.1079 -2.3681 0.3903  0.06
H 1.8282 0.8318 -1.3695  0.10
H 3.5110 -0.7426 0.5905  0.05
H 4.3256 0.3239 -0.5401  0.09
H 3.0184 1.1133 0.7745  0.07
H 3.1854 -0.6240 -3.0414  0.09
H 3.3524 -1.7879 -1.6820  0.03
H 1.8181 -1.5300 -2.4149  0.07

Best to worst by energy: x, w.

## w
Below is C3H3I2NO in the gas phase, with properties calculated with ωB97M-V/def2-TZVPD.

Output
- orbital gap (eV) = 8.88
- multiplicity = 1

Each line ends with the Löwdin charge.
Positions of all 10 atoms, in Å:
C -1.7248 -0.0971 -0.2179  -0.09
C -0.3383 0.4121 -0.0752  -0.72
I 0.1152 2.4270 -0.7374  0.80
N 0.6113 -0.2920 0.3829  0.02
C 1.8553 -0.3696 0.8215  -0.84
O 2.3516 -0.1900 1.8679  0.05
I 3.1694 -1.3617 -0.8255  0.54
H -1.8086 -1.1624 -0.2183  0.09
H -2.4102 0.4896 0.3006  0.06
H -1.8208 0.1440 -1.2985  0.08

## x
Below is C3H3I2NO in the gas phase, with properties calculated with ωB97M-V/def2-TZVPD.

Output
- orbital gap (eV) = 9.44
- multiplicity = 1

Each line ends with the Löwdin charge.
Positions of all 10 atoms, in Å:
C 1.6799 0.0395 0.4117  -0.14
C 0.2942 0.3415 -0.0069  -0.85
I -0.4658 2.1972 0.8147  0.74
N -0.3404 -0.4210 -0.7390  0.04
C -1.9054 -0.5653 -0.9562  -0.89
O -2.3878 -0.6227 -2.0190  0.04
I -2.9263 -0.8396 0.8723  0.82
H 1.6655 -0.1331 1.4908  0.08
H 2.0276 -0.8635 -0.0856  0.08
H 2.3586 0.8670 0.2171  0.07

Best to worst by energy: x, w.

## w
Below is a gas-phase ion, C8H9N4 (charge +1), with properties calculated with ωB97M-V/def2-TZVPD.

Output
- orbital gap (eV) = 7.68
- multiplicity = 1
- net charge = +1

Each line ends with the Löwdin charge.
Positions of all 21 atoms, in Å:
C 4.1197 1.1506 -0.9762  0.03
N 3.7741 0.5650 0.0765  -0.01
C 3.2896 -0.7107 0.2979  -0.09
C 2.0312 -1.1160 0.0647  0.05
N 0.9077 -1.5449 0.3507  0.17
C -0.1904 -2.1340 0.3316  -0.20
N -1.3732 -1.6992 0.1109  0.17
C -1.8950 -0.4779 0.1605  -0.27
N -2.8100 -0.1104 -0.7485  0.12
C -3.2626 1.1219 -0.5287  -0.12
C -2.6862 1.6748 0.5493  0.00
C -1.7580 0.5638 1.1726  -0.04
H 4.1860 2.1990 -0.9787  0.07
H 4.0772 0.5651 -1.9038  0.10
H 4.0827 -1.4742 0.4802  0.15
H -0.0649 -3.1561 0.2419  0.14
H -2.8785 -0.5763 -1.6401  0.18
H -3.9122 1.5010 -1.3583  0.16
H -2.8176 2.7447 0.8805  0.13
H -0.7276 0.7922 1.2977  0.12
H -2.0919 0.1214 2.1192  0.16

## x
Below is a gas-phase ion, C8H9N4 (charge +1), with properties calculated with ωB97M-V/def2-TZVPD.

Output
- orbital gap (eV) = 7.68
- multiplicity = 1
- net charge = +1

Each line ends with the Löwdin charge.
Positions of all 21 atoms, in Å:
C 2.9366 -0.9962 -1.3973  -0.01
C 1.7372 -1.6593 -1.5628  0.02
C 2.9632 0.2150 -0.6909  0.00
C -2.6702 1.1373 1.4370  0.00
C -1.5854 2.1385 1.2461  -0.13
C 0.6721 -1.0982 -0.8688  0.00
C 1.8547 0.7979 -0.1430  0.01
C -2.5305 -0.0328 1.0452  -0.08
N -0.5473 1.8052 0.6189  0.01
N -0.5413 0.5739 0.1146  -0.01
N 0.6874 0.1229 -0.3008  -0.06
N -2.7933 -1.1835 0.6863  0.20
H 3.8215 -1.4090 -1.6971  0.09
H 1.6321 -2.5685 -2.0410  0.10
H 3.8485 0.7975 -0.5441  0.12
H -3.3534 1.4266 2.1246  0.11
H -1.7636 3.2127 1.4659  0.13
H -0.3254 -1.3063 -0.9708  0.10
H 1.8743 1.6079 0.5121  0.11
H -3.4811 -1.5210 0.0010  0.17
H -2.4359 -2.0607 0.9648  0.13

Best to worst by energy: w, x.